Entry 1:
This record from OMol25 describes a gas-phase ion, C6H12N (charge +1) at a distorted geometry. The level of theory is the ωB97M-V functional and the def2-TZVPD basis.

Last column: Mulliken charge in e.
CARTESIAN COORDINATES (ANGSTROEM)
C  -0.383  0.094  1.043  -1.050
H  -0.387  0.985  1.743  0.362
C  -0.395  -0.434  -1.030  -1.154
H  -3.433  -0.676  -0.190  0.327
C  1.623  1.247  -0.278  -1.402
H  2.540  -0.884  0.785  0.358
H  1.210  -1.936  0.747  0.358
H  1.947  -1.631  -0.711  0.409
C  0.757  0.034  0.026  1.323
C  -2.749  0.169  -0.178  -1.506
H  1.184  1.715  -1.185  0.361
H  -3.035  0.602  -1.070  0.393
H  2.644  0.882  -0.459  0.413
H  -2.922  0.747  0.622  0.430
H  1.777  2.054  0.474  0.323
H  -0.335  -0.828  1.512  0.312
C  -1.351  -0.041  -0.163  0.746
H  -0.395  -0.896  -1.962  0.409
N  1.702  -1.201  0.274  -0.410

Results
SMILES   CC1=C[C@](C)([NH3+])C1
HOMO energy   -13.5 eV
LUMO   -3.6 eV
HOMO-LUMO gap   9.92 eV
2S+1   1
F_max   0.0821 hartree/bohr
Energy relative to the best compared isomer or geometry (same formula, charge and spin)   55.0 kcal/mol
Charge   +1

=====

Entry 2:
This record from OMol25 describes 2 unconnected molecules or ions with the total composition C6H12N at a distorted geometry. The level of theory is the ωB97M-V functional and the def2-TZVPD basis.

Last column: Mulliken charge in e.
CARTESIAN COORDINATES (ANGSTROEM)
H  -2.085  0.171  -2.531  0.308
H  -2.656  1.499  -1.388  0.301
C  2.098  0.038  1.127  0.119
C  0.986  0.475  0.451  -0.859
H  3.660  -0.568  -0.396  0.307
C  -2.054  0.039  0.911  -0.470
C  3.221  -0.852  0.647  -0.924
H  2.108  0.080  2.231  0.306
H  -2.990  -0.545  1.179  0.289
H  4.071  -0.679  1.447  0.292
C  -0.908  -0.590  0.290  0.051
N  -1.715  0.085  -0.498  0.051
H  -0.664  -1.651  0.188  0.343
H  -3.457  -0.123  -1.342  0.295
C  -2.549  0.456  -1.555  -0.653
H  2.942  -1.865  0.611  0.298
H  0.883  0.479  -0.608  0.409
H  0.305  1.184  0.966  0.310
H  -1.810  0.999  1.384  0.228

Results
HOMO energy (alpha / beta)   -13.7 / -13.7 eV
LUMO (alpha / beta)   -5.5 / -5.5 eV
HOMO-LUMO gap (alpha / beta)   8.26 / 8.26 eV
2S+1   1
F_max   0.0839 hartree/bohr
Energy relative to the best compared isomer or geometry (same formula, charge and spin)   117.7 kcal/mol
Charge   +1

=====

Entry 3:
This record from OMol25 describes a gas-phase ion, C6H12N (charge +1) at a distorted geometry. The level of theory is the ωB97M-V functional and the def2-TZVPD basis.

Last column: Mulliken charge in e.
CARTESIAN COORDINATES (ANGSTROEM)
H  -0.663  1.102  -2.116  0.406
N  0.872  -0.585  -0.376  0.184
H  0.505  1.899  -1.045  0.343
C  -0.249  0.500  1.357  0.135
C  -0.456  0.168  -0.169  0.046
H  -0.751  -0.153  3.144  0.495
H  2.439  -1.489  -1.615  0.331
H  2.265  -0.868  1.352  0.351
C  1.485  -0.422  0.734  -0.102
H  -0.171  1.586  1.620  0.345
C  -1.059  -0.290  2.210  -1.474
H  1.130  -0.721  -2.688  0.287
C  1.315  -1.234  -1.626  -0.781
H  -1.311  2.189  -0.862  0.367
H  -1.136  -1.366  2.018  0.347
H  -1.366  -0.507  -0.331  0.357
H  -2.042  0.242  2.170  0.366
H  0.798  -2.246  -1.858  0.329
C  -0.533  1.430  -1.126  -1.332

Results
HOMO energy   -14.4 eV
LUMO   -4.3 eV
HOMO-LUMO gap   10.03 eV
2S+1   1
F_max   0.1106 hartree/bohr
Energy relative to the best compared isomer or geometry (same formula, charge and spin)   92.1 kcal/mol
Charge   +1

=====

Entry 4:
This record from OMol25 describes 2 unconnected molecules or ions with the total composition C6H12N at a distorted geometry. The level of theory is the ωB97M-V functional and the def2-TZVPD basis.

Last column: Mulliken charge in e.
CARTESIAN COORDINATES (ANGSTROEM)
H  0.779  1.737  1.488  0.425
C  -0.135  -0.035  0.482  0.744
H  -0.872  1.874  1.157  0.374
C  -1.387  -0.245  -1.337  -0.767
H  -3.075  -0.084  -2.755  0.412
C  -0.851  -0.584  1.554  -1.582
H  -0.638  -0.204  2.444  0.450
H  0.993  -1.731  0.175  0.476
H  -0.764  -1.692  1.597  0.423
C  0.069  1.438  0.747  -1.474
H  0.241  1.837  -0.272  0.481
H  0.844  -0.267  -1.970  0.301
H  -1.955  -0.379  1.418  0.394
H  2.351  -1.120  -1.318  0.376
H  1.938  0.779  -1.086  0.346
C  1.668  -0.290  -1.111  -0.814
C  -2.208  0.056  -2.174  0.129
N  1.104  -0.664  0.103  -0.158
H  1.898  -0.425  0.860  0.463

Results
HOMO energy   -13.9 eV
LUMO   -4.7 eV
HOMO-LUMO gap   9.23 eV
2S+1   1
F_max   0.1295 hartree/bohr
Energy relative to the best compared isomer or geometry (same formula, charge and spin)   148.2 kcal/mol
Charge   +1

=====

Entry 5:
This record from OMol25 describes 2 unconnected molecules or ions with the total composition C6H12N at a distorted geometry. The level of theory is the ωB97M-V functional and the def2-TZVPD basis.

Last column: Mulliken charge in e.
CARTESIAN COORDINATES (ANGSTROEM)
C  1.295  -0.772  0.596  0.338
H  -2.044  -0.840  -1.861  0.312
H  1.851  -1.653  0.892  0.471
C  -1.115  -0.015  -0.222  0.931
H  -1.575  0.857  -2.282  0.281
H  -0.559  -1.958  0.668  0.422
H  2.706  -0.949  -1.044  0.394
H  1.393  0.436  2.235  0.690
H  -2.011  1.229  1.590  0.304
H  0.159  -1.693  -0.849  0.432
H  1.613  0.386  -1.209  0.293
N  -0.339  1.430  0.393  -0.384
C  -0.021  -1.180  0.104  -0.880
C  -1.568  0.068  -1.501  -0.700
H  3.032  0.504  -0.085  0.349
C  2.236  -0.130  -0.475  -1.134
H  -0.837  2.247  0.036  0.285
H  1.348  0.034  1.493  -0.684
C  -1.196  0.610  1.123  -0.720

Results
HOMO energy   -11.9 eV
LUMO   -6.6 eV
HOMO-LUMO gap   5.31 eV
2S+1   1
F_max   0.1015 hartree/bohr
Energy relative to the best compared isomer or geometry (same formula, charge and spin)   250.3 kcal/mol
Charge   +1

=====

Entry 6:
This record from OMol25 describes C6H12N2 in the gas phase at a distorted geometry. The level of theory is the ωB97M-V functional and the def2-TZVPD basis.

Last column: Mulliken charge in e.
CARTESIAN COORDINATES (ANGSTROEM)
C  1.494  -0.062  0.654  -0.299
H  0.131  1.922  -0.301  0.370
C  -0.092  -1.389  -1.689  -0.402
H  0.088  -1.804  -2.685  0.308
C  -0.450  1.204  0.267  -0.473
N  0.177  -0.095  0.039  0.157
N  0.332  -0.258  -1.386  -0.636
H  -2.843  1.739  1.572  0.249
H  -1.981  0.780  -1.238  0.207
H  1.717  -2.192  1.110  0.300
C  -1.887  1.221  -0.200  -0.029
H  -3.914  1.560  0.078  0.269
H  -0.386  1.436  1.344  0.339
H  -0.629  -2.045  -0.933  0.331
H  1.335  0.227  1.761  0.300
H  2.120  0.685  0.164  0.357
C  2.238  -1.398  0.537  -1.254
H  3.259  -1.354  0.910  0.389
H  2.226  -1.709  -0.522  0.301
C  -2.935  1.533  0.518  -0.785

Results
SMILES   C=CCN(CC)N=C
HOMO energy   -8.7 eV
LUMO   1.2 eV
HOMO-LUMO gap   9.92 eV
2S+1   1
F_max   0.0490 hartree/bohr
Energy relative to the best compared isomer or geometry (same formula, charge and spin)   63.0 kcal/mol

=====

Entry 7:
This record from OMol25 describes 2 unconnected molecules or ions with the total composition C6H12N2 at a distorted geometry. The level of theory is the ωB97M-V functional and the def2-TZVPD basis.

Last column: Mulliken charge in e.
CARTESIAN COORDINATES (ANGSTROEM)
C  1.184  0.175  -0.770  0.858
H  3.075  1.058  -0.276  0.329
H  -2.655  -0.018  1.092  0.189
H  1.871  -1.439  0.628  0.389
H  -0.452  -2.293  0.241  0.264
C  1.202  -1.017  -0.102  -0.693
H  -3.036  1.641  1.649  0.357
H  -1.702  1.395  0.567  0.225
C  -0.687  -0.801  -1.196  -0.391
C  -2.236  0.939  1.398  -0.751
H  2.820  0.781  -2.028  0.238
H  -0.661  -0.207  2.314  0.164
C  -1.256  0.677  2.548  -0.763
N  0.008  0.263  -1.483  -0.539
H  -0.628  1.525  2.800  0.262
H  -1.839  0.394  3.432  0.321
N  0.007  -1.633  -0.371  -0.066
H  -1.668  -0.952  -1.627  0.455
C  2.344  1.044  -1.083  -1.170
H  2.109  2.105  -1.134  0.322

Results
SMILES   Cc1c[nH]cn1.CC
HOMO energy   -8.7 eV
LUMO   0.9 eV
HOMO-LUMO gap   9.54 eV
2S+1   1
F_max   0.0246 hartree/bohr
Energy relative to the best compared isomer or geometry (same formula, charge and spin)   5.5 kcal/mol

=====

Entry 8:
This record from OMol25 describes C6H12N2 in the gas phase at a distorted geometry. The level of theory is the ωB97M-V functional and the def2-TZVPD basis.

Last column: Mulliken charge in e.
CARTESIAN COORDINATES (ANGSTROEM)
H  -2.271  1.132  -1.607  0.358
H  -1.818  -1.523  -0.302  0.481
H  0.384  -2.622  0.187  0.333
N  1.867  -0.189  -0.448  -0.283
H  -0.449  1.426  -1.674  0.369
C  0.191  -1.609  0.570  -0.369
C  2.716  0.801  -0.428  -0.388
N  -2.459  0.607  0.853  -0.842
H  2.874  1.322  0.508  0.314
C  -1.368  1.426  -1.082  -1.522
H  -2.301  0.292  1.816  0.233
H  -0.131  -1.809  1.602  0.281
H  -0.581  -0.934  -1.285  0.319
C  1.424  -0.802  0.627  -0.267
H  3.110  1.039  -1.403  0.300
H  -1.509  2.443  -0.707  0.359
C  -0.884  -0.944  -0.222  -1.164
H  -0.375  0.903  0.751  0.271
H  1.897  -0.696  1.611  0.372
C  -1.243  0.510  0.158  0.843

Results
HOMO energy   -6.4 eV
LUMO   -2.4 eV
HOMO-LUMO gap   4.00 eV
2S+1   1
F_max   0.0439 hartree/bohr
Energy relative to the best compared isomer or geometry (same formula, charge and spin)   139.1 kcal/mol

=====

Entry 9:
This record from OMol25 describes a molecular structure, C6H12N2 at a distorted geometry. The level of theory is the ωB97M-V functional and the def2-TZVPD basis.

Last column: Mulliken charge in e.
CARTESIAN COORDINATES (ANGSTROEM)
H  -1.360  1.360  1.919  0.103
H  0.848  2.088  1.281  0.330
H  0.219  0.793  -0.426  0.342
C  1.552  -0.331  -1.064  -0.383
C  -1.570  0.186  0.283  -0.616
H  1.083  0.958  2.448  0.284
H  -2.416  -0.414  0.826  0.218
H  -1.423  -1.828  -0.799  0.357
H  -1.907  1.162  -0.109  0.413
C  -0.682  -0.897  -0.541  0.006
H  -0.225  0.004  -2.390  0.441
N  0.476  -1.063  0.392  -0.476
C  0.593  1.121  1.431  -0.742
H  -0.059  -1.582  -2.181  0.350
H  2.190  -1.097  -0.605  0.300
C  0.196  -0.590  -1.748  -0.982
N  -0.834  0.825  1.342  -0.238
H  2.251  0.428  -1.639  0.292
H  0.139  -1.354  1.291  0.305
C  0.929  0.230  0.289  -0.302

Results
HOMO energy   -7.9 eV
LUMO   1.0 eV
HOMO-LUMO gap   8.91 eV
2S+1   1
F_max   0.1422 hartree/bohr
Energy relative to the best compared isomer or geometry (same formula, charge and spin)   180.2 kcal/mol

=====

Entry 10:
This record from OMol25 describes a molecular structure, C6H12N2. The level of theory is the ωB97M-V functional and the def2-TZVPD basis.

Last column: Mulliken charge in e.
CARTESIAN COORDINATES (ANGSTROEM)
H  -2.471  0.464  0.507  0.343
C  -1.910  0.514  -0.428  -1.486
H  2.901  -1.468  -0.461  0.199
C  1.461  -0.232  -0.750  0.459
H  -2.069  -0.395  -1.005  0.371
C  -0.191  1.827  0.867  -1.450
H  0.312  0.819  -2.340  0.355
H  -0.606  2.777  0.514  0.382
H  -0.460  -2.064  -0.407  0.306
N  2.609  -0.705  -1.068  -0.848
H  -2.319  1.348  -1.010  0.401
N  0.689  -0.602  0.525  -0.197
C  0.491  0.605  -1.299  -1.000
H  -0.682  1.582  1.814  0.337
H  0.875  1.983  1.026  0.408
H  -0.488  -2.131  1.377  0.326
C  -0.442  0.788  -0.209  1.375
C  0.136  -1.957  0.499  -0.891
H  0.934  -2.706  0.470  0.303
H  1.230  -0.447  1.379  0.308

Results
HOMO energy   -6.8 eV
LUMO   0.7 eV
HOMO-LUMO gap   7.49 eV
2S+1   1
F_max   0.0081 hartree/bohr
Energy relative to the best compared isomer or geometry (same formula, charge and spin)   73.3 kcal/mol